Here is a single C5H7N molecule at a distorted geometry from the OMol25 dataset. Energies are from the ωB97M-V functional and the def2-TZVPD basis.

Geometry as XYZ:
```
13
C5H7N (the ωB97M-V functional and the def2-TZVPD basis)
C -0.5879 1.2682 0.3576
C -0.4027 -0.1277 0.8726
C -0.9549 0.1000 -0.5020
C 0.3125 -0.5058 -1.1766
N 1.5222 -0.0633 -1.0042
C 0.9552 -0.7373 0.4541
H -1.4187 1.8251 0.7836
H 0.2823 1.8599 0.0799
H -0.9240 -0.4935 1.7533
H -1.9666 -0.0937 -0.8504
H 0.1633 -1.2459 -1.9666
H 1.7878 -0.0450 0.5661
H 1.2121 -1.7789 0.6766
```

E_HOMO   -7.9 eV
Charge   0
Orbital gap   9.008 eV

Mulliken charges, unit e, in atom order: C -0.631; C -0.220; C -0.332; C -0.075; N -0.618; C -0.493; H 0.278; H 0.258; H 0.410; H 0.398; H 0.413; H 0.228; H 0.383

Here is a molecular structure, C23H23N2O4SiYb at a distorted geometry from the OMol25 dataset. Energies are from the ωB97M-V functional and the def2-TZVPD basis.

Geometry as XYZ:
```
54
C23H23N2O4SiYb (the ωB97M-V functional and the def2-TZVPD basis)
Yb -0.4181 -1.1207 0.7612
O -0.7146 -3.3348 -0.4743
C -0.0476 -4.0686 -1.2255
C 1.3296 -3.8681 -1.6435
C 1.9584 -4.7711 -2.4920
C 3.2359 -4.5637 -3.0316
C 3.9515 -3.3936 -2.6544
C 3.4459 -2.4698 -1.7954
C 2.1511 -2.7107 -1.1477
O 1.7907 -1.9392 -0.2414
N 3.8635 -5.5337 -3.8654
O 3.2560 -6.5471 -4.2003
O 5.0512 -5.3222 -4.2143
H -0.5772 -4.8882 -1.6507
H 1.3988 -5.6359 -2.7478
H 4.9339 -3.2957 -3.0594
H 4.0368 -1.5439 -1.6348
C -0.2817 -0.1218 2.9205
C -0.0196 0.8849 3.8798
C -0.9620 1.9511 4.1583
C -0.7719 2.9591 5.0739
C 0.4341 3.0513 5.8241
C 1.3989 2.0428 5.6059
C 1.2060 1.0477 4.6779
H -1.9054 1.9247 3.6200
H -1.5370 3.7254 5.2309
H 0.5601 3.8785 6.5040
H 2.3594 2.0961 6.1157
H 1.9333 0.3071 4.4743
C -1.9286 -0.7263 -3.1832
Si -2.2665 0.4933 -1.7839
C -2.8438 2.0567 -2.6603
C -3.8068 -0.2826 -1.0498
N -1.0057 0.6798 -0.6693
C -0.6643 1.9011 -0.0972
C 0.6784 2.1919 0.2288
C 1.0799 3.3560 0.8694
C 0.1059 4.2787 1.2570
C -1.2396 4.0397 1.0216
C -1.6059 2.8420 0.4021
H -2.7205 -0.5883 -3.9122
H -1.9308 -1.7739 -2.8312
H -0.9126 -0.6004 -3.6308
H -3.4827 1.8011 -3.5130
H -1.9848 2.6661 -2.9935
H -3.4286 2.6949 -2.0211
H -4.6204 -0.2987 -1.8272
H -4.1651 0.3190 -0.2155
H -3.6443 -1.2970 -0.6710
H 1.4146 1.4032 0.0241
H 2.1437 3.4660 1.0254
H 0.3926 5.2164 1.7807
H -1.9592 4.7759 1.3784
H -2.6645 2.6450 0.3034
```

E_HOMO (alpha / beta)   1.1 / 1.5 eV
Charge   -2
Orbital gap (alpha / beta)   2.635 / 2.168 eV
2S+1   2

Mulliken charges, unit e, in atom order: Yb 0.708; O -0.533; C -0.407; C 0.386; C -0.323; C -0.339; C -0.247; C -0.643; C 0.585; O -0.665; N 0.936; O -0.655; O -0.662; H 0.394; H 0.484; H 0.454; H 0.356; C -1.344; C 0.679; C -0.212; C -0.424; C -0.432; C -0.369; C -0.597; H 0.225; H 0.295; H 0.342; H 0.281; H 0.374; C -0.981; Si -0.028; C -1.133; C -1.000; N -0.039; C -0.311; C 0.033; C -0.814; C -0.153; C -0.890; C 0.441; H 0.291; H 0.207; H 0.263; H 0.376; H 0.319; H 0.347; H 0.260; H 0.320; H 0.320; H 0.289; H 0.362; H 0.226; H 0.319; H 0.328

Here is a single C7H9NO3 molecule at a distorted geometry from the OMol25 dataset. Energies are from the ωB97M-V functional and the def2-TZVPD basis.

Geometry as XYZ:
```
20
C7H9NO3 (the ωB97M-V functional and the def2-TZVPD basis)
N -1.4937 -0.9573 -2.5010
C -1.0353 0.1416 -2.0604
O -1.2735 1.2127 -2.7148
C -0.2129 0.2249 -0.8023
C 0.8131 -0.5647 -0.3462
O 1.3590 -1.6355 -1.2399
C 1.2197 -0.5003 1.1070
C 0.2239 0.0069 2.0206
C 0.0348 1.4362 1.5524
C -0.7295 1.1821 0.1820
O -1.7261 1.7832 0.0335
H -0.7522 -1.7661 -2.4542
H -1.9990 -0.9758 -3.4696
H 1.9964 -1.9848 -0.3814
H 1.3418 -1.6284 1.3776
H 2.1541 0.1617 1.3792
H -0.7675 -0.4273 1.8642
H 0.6126 0.1215 2.9787
H 0.7693 2.1259 1.3125
H -0.5351 2.0433 2.1623
```

E_HOMO   -9.0 eV
Charge   0
Orbital gap   9.206 eV
Structure (SMILES)   NC(=O)C1=C(O)CCCC1=O

Mulliken charges, unit e, in atom order: N -0.490; C 0.228; O -0.626; C 0.219; C 0.580; O -0.581; C -0.330; C -1.024; C -0.980; C 0.342; O -0.541; H 0.281; H 0.315; H 0.395; H 0.396; H 0.228; H 0.360; H 0.360; H 0.495; H 0.373

Respective total energy values: -6782.868; -74797.901; -15034.365 eV.